[1]
Here is the ion C7H13N2O4 with charge +1 at a distorted geometry from OMol25. Energies are from ωB97M-V with the def2-TZVPD basis set.

CARTESIAN COORDINATES (ANGSTROEM)
C1 -1.790 -2.647 0.151
O1 -0.646 -2.115 -0.524
C2 -0.339 -0.830 -0.284
N1 -0.177 -0.341 1.023
C3 0.206 0.917 1.055
O2 0.483 1.778 1.973
C4 0.322 1.392 3.342
N2 0.335 1.299 -0.473
O3 0.603 2.538 -0.912
C5 1.999 2.811 -1.074
C6 -0.035 0.176 -1.171
O4 -0.003 0.235 -2.491
C7 -0.355 -0.932 -3.229
H1 -2.049 -3.555 -0.387
H2 -2.629 -1.950 0.126
H3 -1.548 -2.912 1.183
H4 -0.365 -0.915 1.837
H5 0.643 2.255 3.923
H6 0.951 0.531 3.583
H7 -0.726 1.171 3.560
H8 2.429 2.206 -1.871
H9 2.536 2.651 -0.134
H10 2.032 3.861 -1.343
H11 -0.276 -0.641 -4.273
H12 -1.374 -1.249 -3.008
H13 0.336 -1.748 -3.011

Force components x, y, z for each atom (eV/Å):
C -0.16 -0.09 -0.08
O 0.34 0.01 0.10
C -0.14 0.48 -0.80
N 0.12 0.27 0.44
C 0.56 1.45 -5.64
O -0.08 -0.08 -0.49
C -0.08 -0.09 0.74
N -0.04 -1.46 6.06
O -0.76 -0.01 -0.09
C 0.52 -0.17 0.11
C -0.28 -0.75 -0.11
O 0.13 0.55 0.41
C -0.04 -0.46 -0.32
H -0.03 0.01 0.07
H 0.01 0.05 -0.04
H 0.01 0.02 0.00
H 0.10 0.15 -0.05
H -0.06 -0.16 -0.08
H 0.02 0.08 -0.10
H 0.07 0.06 -0.10
H -0.06 -0.05 0.00
H -0.10 0.01 -0.11
H 0.00 0.06 -0.02
H -0.01 -0.04 0.08
H 0.00 0.08 0.02
H -0.03 0.08 -0.01

Its energy above the lowest of the compared OMol25 structures with the same formula, charge and spin is 434.24 kJ/mol. As for the net charge: +1. Its energy is -18629.287 eV. The HOMO energy is -11.83 eV. The spin multiplicity is 1. As for the lowest unoccupied orbital energy: -2.76 eV.



[2]
Here is a cluster of 2 separate species, C7H13N2O4P in total at a distorted geometry from OMol25. Energies are from ωB97M-V with the def2-TZVPD basis set.

CARTESIAN COORDINATES (ANGSTROEM)
C1 3.309 -1.756 -0.247
C2 -2.499 -1.809 1.913
C3 -2.328 0.453 0.913
C4 0.821 -0.392 -0.813
C5 0.613 -0.025 0.642
C6 -1.594 -0.879 1.073
C7 1.689 0.694 -1.305
N1 3.983 -2.688 -0.059
N2 2.955 0.642 -1.255
O1 0.332 1.866 -3.385
O2 -0.448 2.513 -0.907
O3 1.769 3.342 -1.919
O4 -0.276 -0.784 1.494
P1 0.639 2.077 -1.899
H1 -3.073 -1.349 2.686
H2 -3.206 -2.347 1.436
H3 -1.760 -2.515 2.523
H4 -1.827 1.096 0.216
H5 -2.336 1.000 1.996
H6 -3.359 0.427 0.573
H7 -0.062 -0.047 -1.395
H8 1.202 -1.398 -0.769
H9 0.175 0.973 0.701
H10 1.539 -0.280 1.139
H11 -1.593 -1.336 0.139
H12 2.107 3.159 -2.828
H13 3.228 -0.634 -0.661

Force components x, y, z for each atom (eV/Å):
C 1.94 -2.71 0.97
C 5.00 -0.05 3.55
C 0.50 1.53 2.76
C -2.49 0.48 1.01
C -0.94 0.06 0.69
C -2.24 0.49 0.41
C 2.61 0.18 0.12
N -0.63 0.27 -0.01
N -0.22 0.14 -0.06
O -0.12 -0.18 1.34
O 1.09 -1.01 -1.05
O -0.49 -0.93 -1.10
O -0.59 -1.13 0.83
P -0.05 2.73 -0.86
H -0.13 1.10 0.75
H -1.86 -1.99 -2.35
H -1.58 0.98 -1.38
H 0.47 0.61 -0.28
H 0.03 -1.09 -2.40
H -0.23 -0.63 0.08
H -0.48 -2.05 0.32
H -0.34 -0.38 -1.14
H 1.18 0.40 0.03
H 0.46 0.98 0.15
H 0.10 -0.83 -2.20
H 0.03 0.48 0.95
H -1.01 2.54 -1.14

Its energy above the lowest of the compared OMol25 structures with the same formula, charge and spin is 225.67 kJ/mol. As for the net charge: -2. Its energy is -27927.790 eV. The HOMO energy is 0.21 eV. The spin multiplicity is 1. As for the lowest unoccupied orbital energy: 5.35 eV.



[3]
Here is the ion C7H13N2OS with charge +1 at a distorted geometry from OMol25. Energies are from ωB97M-V with the def2-TZVPD basis set.

CARTESIAN COORDINATES (ANGSTROEM)
C1 -2.002 -0.772 0.021
C2 0.295 2.096 -0.306
C3 1.678 1.274 -0.107
C4 0.094 -0.389 1.061
C5 -0.763 1.465 0.637
C6 1.363 -0.221 0.194
C7 1.064 -1.051 -1.131
N1 -0.919 -1.206 0.661
N2 -2.996 -1.586 -0.402
O1 2.438 -0.795 0.943
S1 -2.290 0.917 -0.189
H1 0.341 3.229 -0.153
H2 -0.279 1.945 -1.280
H3 2.348 1.619 -0.775
H4 1.944 1.631 0.903
H5 0.374 -0.471 2.167
H6 -1.028 2.033 1.642
H7 0.900 -2.076 -0.839
H8 1.884 -0.965 -1.819
H9 0.266 -0.580 -1.608
H10 -1.211 -2.014 1.233
H11 -2.870 -2.610 -0.649
H12 -3.820 -1.126 -0.798
H13 3.187 -0.346 0.593

Force components x, y, z for each atom (eV/Å):
C -1.41 -0.01 -0.86
C -1.37 -0.57 -0.52
C -5.21 0.54 4.03
C 1.29 5.45 1.50
C 1.01 -1.27 2.71
C -0.46 -1.18 -1.99
C 1.96 0.76 2.01
N -2.89 -2.40 0.07
N 0.71 -0.97 -0.35
O -1.42 0.02 -0.18
S 0.99 -0.01 0.62
H 0.37 -1.67 -0.08
H 1.76 0.30 0.52
H 2.55 0.22 -2.48
H 0.51 0.13 -0.34
H -0.59 0.07 -1.61
H 0.64 -1.25 -2.20
H -0.17 -0.29 -0.30
H 0.62 -0.16 -0.16
H -1.74 0.40 -0.87
H 0.94 0.23 -0.29
H -0.03 1.91 0.63
H 0.47 -0.43 0.25
H 1.49 0.19 -0.11

Its energy above the lowest of the compared OMol25 structures with the same formula, charge and spin is 203.50 kJ/mol. As for the net charge: +1. Its energy is -23324.323 eV. The HOMO energy is -13.38 eV. The spin multiplicity is 1. As for the lowest unoccupied orbital energy: -3.83 eV.



[4]
Here is an isolated molecule of C7H13N2P at a distorted geometry from OMol25. Energies are from ωB97M-V with the def2-TZVPD basis set.

CARTESIAN COORDINATES (ANGSTROEM)
H1 4.479 1.032 -0.145
P1 3.380 0.261 -0.635
C1 2.163 0.887 0.322
C2 0.558 0.441 0.286
C3 -0.326 1.452 -0.405
C4 -1.336 1.938 0.582
N1 -0.901 0.802 -1.526
N2 -0.528 -0.334 -1.714
C5 0.358 -0.796 -0.679
C6 -0.128 -2.111 -0.063
C7 -1.622 -2.067 0.191
H2 2.344 1.849 0.774
H3 0.243 0.359 1.343
H4 0.335 2.319 -0.513
H5 -0.887 2.174 1.596
H6 -2.182 1.322 0.883
H7 -1.914 2.916 0.403
H8 1.333 -0.846 -1.276
H9 0.071 -2.779 -0.883
H10 0.422 -2.503 0.828
H11 -1.941 -1.487 1.000
H12 -1.990 -3.108 0.375
H13 -1.931 -1.721 -0.744

Force components x, y, z for each atom (eV/Å):
H -0.36 0.23 -0.09
P -0.11 -0.52 0.40
C -2.37 -0.21 -1.05
C 2.99 -1.01 -0.18
C 1.03 0.96 2.88
C -2.39 2.80 2.48
N -0.98 1.99 -2.23
N -0.68 -1.02 0.09
C 2.85 0.87 1.43
C 0.83 -0.07 0.31
C 1.01 -2.65 -0.13
H -0.04 0.02 0.78
H 0.25 -0.62 -0.60
H -0.44 0.07 -1.54
H 0.09 -0.31 -1.22
H 0.23 -0.93 -0.52
H 1.18 -1.17 -0.60
H -1.03 -0.82 1.01
H -0.17 -0.96 -0.13
H 0.04 0.78 -0.78
H -0.33 1.21 1.11
H 0.15 0.83 -0.27
H -1.75 0.52 -1.15

Its energy above the lowest of the compared OMol25 structures with the same formula, charge and spin is 189.96 kJ/mol. Its energy is -19734.969 eV. The HOMO energy is -9.11 eV. The spin multiplicity is 1. As for the lowest unoccupied orbital energy: 0.08 eV.



[5]
Here is an isolated molecule of C7H13N3 at a distorted geometry from OMol25. Energies are from ωB97M-V with the def2-TZVPD basis set.

CARTESIAN COORDINATES (ANGSTROEM)
N1 0.197 1.139 -2.514
N2 -0.863 1.142 -1.641
N3 -0.850 2.327 -0.838
C1 -0.130 2.082 0.394
C2 -0.086 0.579 0.597
C3 -0.562 -0.063 -0.473
C4 -0.537 -1.486 -0.800
C5 0.424 -2.124 0.169
C6 0.261 -1.671 1.546
C7 0.489 -0.210 1.763
H1 1.063 1.440 -2.044
H2 -0.103 1.756 -3.163
H3 -1.737 2.776 -0.648
H4 -0.665 2.656 1.212
H5 0.980 2.480 0.459
H6 -1.538 -1.990 -0.872
H7 -0.235 -1.557 -1.920
H8 0.661 -3.180 0.143
H9 1.429 -1.911 -0.229
H10 0.865 -2.219 2.373
H11 -0.755 -1.952 1.986
H12 1.566 -0.058 1.627
H13 0.126 0.043 2.872

Force components x, y, z for each atom (eV/Å):
N 1.81 -2.48 1.96
N -1.44 -2.41 3.78
N 1.13 0.07 0.06
C 1.37 1.09 1.84
C -1.25 -0.47 -0.14
C -0.23 3.95 -1.69
C -0.96 -1.10 -2.80
C 2.39 -1.17 -1.54
C -1.10 -1.40 4.34
C -0.31 1.29 1.03
H -0.35 0.10 -0.41
H -0.30 2.42 -2.94
H -0.23 -0.82 -0.41
H 0.64 -0.82 -0.64
H -1.85 -0.51 -0.46
H 0.55 0.65 0.65
H 0.11 0.02 1.83
H -1.49 -0.83 -0.18
H 0.09 1.09 0.38
H -0.26 0.58 -1.81
H 0.68 0.46 -1.09
H 0.14 0.26 0.77
H 0.87 0.03 -2.54

Its energy above the lowest of the compared OMol25 structures with the same formula, charge and spin is 352.05 kJ/mol. Its energy is -11936.283 eV. The HOMO energy is -8.55 eV. The spin multiplicity is 1. As for the lowest unoccupied orbital energy: 0.98 eV.



[6]
Here is an isolated molecule of C7H13N3 at a distorted geometry from OMol25. Energies are from ωB97M-V with the def2-TZVPD basis set.

CARTESIAN COORDINATES (ANGSTROEM)
C1 1.910 0.547 0.124
C2 0.334 -1.043 -1.659
C3 0.171 0.490 -1.743
C4 -0.576 -1.776 -0.706
C5 -0.448 -0.046 1.205
C6 0.777 1.105 -0.502
C7 0.174 0.119 2.461
N1 2.767 0.017 0.703
N2 -0.310 -1.298 0.547
N3 0.686 2.531 -0.333
H1 0.117 -1.298 -2.706
H2 1.418 -1.272 -1.443
H3 0.687 0.864 -2.709
H4 -0.964 0.557 -1.958
H5 -1.657 -1.664 -1.040
H6 -0.378 -2.892 -0.712
H7 -1.293 0.477 0.948
H8 -0.254 -0.635 3.241
H9 -0.152 1.026 3.006
H10 1.267 -0.150 2.405
H11 0.602 -1.682 0.949
H12 0.464 2.713 0.634
H13 0.059 2.940 -0.916

Force components x, y, z for each atom (eV/Å):
C 0.24 -0.28 -0.69
C 1.44 0.06 -2.35
C -0.20 -0.77 -0.74
C -1.12 -0.66 -2.78
C 1.11 -2.17 -5.19
C -1.61 0.57 1.57
C 0.23 -1.34 3.76
N -0.11 0.07 0.03
N 2.19 0.40 7.05
N 2.22 -1.73 1.95
H 0.21 -0.77 0.26
H -1.12 -0.03 -0.26
H -0.69 -0.42 1.45
H 1.51 0.91 0.87
H 1.05 0.09 0.60
H -0.16 1.25 -0.11
H -1.99 1.24 -0.51
H 0.60 0.60 -1.44
H 0.92 0.07 -0.78
H -0.70 0.84 0.23
H -1.72 0.23 -0.93
H 0.00 0.49 -0.02
H -2.26 1.35 -1.96

Its energy above the lowest of the compared OMol25 structures with the same formula, charge and spin is 337.46 kJ/mol. Its energy is -11936.434 eV. The HOMO energy (spin up / spin down) is -6.71 / -6.71 eV. The spin multiplicity is 1. As for the lowest unoccupied orbital energy (spin up / spin down): 0.71 / 0.71 eV.